<A>
Computed, not measured: a molecular structure, C35H47BBrFKN10OS4, with wB97M-V/def2-TZVPD.

Geometry (Å):
K: 1.4759 0.3838 -0.0266
C: -4.0429 -0.9375 -4.5168
C: -2.8576 -0.2050 -3.8771
C: -3.1222 1.2853 -4.1388
C: -1.5190 -0.6590 -4.4516
N: -2.9777 -0.5168 -2.4320
C: -3.8001 -1.4724 -1.9130
C: -3.9215 -1.2983 -0.5643
N: -3.0871 -0.2983 -0.1808
B: -3.2932 0.3781 1.1814
N: -2.5883 1.7833 1.4535
C: -3.1766 2.9382 0.9784
C: -2.4585 4.0163 1.3467
N: -1.4071 3.5204 2.1813
C: -1.4300 2.0909 2.1809
S: -0.2591 1.1386 2.9417
C: -0.4444 4.3017 3.0186
C: -0.6134 3.9610 4.5059
C: 1.0459 4.0734 2.5647
C: -0.7420 5.8282 2.7673
N: -3.0669 -0.6409 2.3776
C: -3.6727 -0.5142 3.6073
C: -3.1281 -1.4204 4.4477
N: -2.3330 -2.2431 3.7141
C: -2.1220 -1.7397 2.4082
S: -1.0433 -2.2808 1.2254
C: -1.6445 -3.5472 4.1650
C: -0.1621 -3.1763 4.4111
C: -1.8992 -4.6479 3.1658
C: -2.3270 -4.0557 5.4880
C: -2.4493 0.2667 -1.3397
S: -1.0566 1.1653 -1.3820
H: -4.1792 -0.6162 -5.5575
H: -4.9848 -0.6747 -4.0012
H: -4.0340 -2.0387 -4.4371
H: -3.0517 1.4098 -5.2334
H: -2.2985 1.8604 -3.6768
H: -4.1505 1.6084 -3.8483
H: -1.5345 -0.7844 -5.5520
H: -1.2950 -1.6729 -4.0360
H: -0.6073 0.0212 -4.2808
H: -4.3540 -2.2239 -2.4987
H: -4.4812 -1.8203 0.1837
H: -4.5054 0.7050 1.2968
H: -4.0560 2.8517 0.3401
H: -2.6362 5.1062 1.1790
H: -0.3808 2.8818 4.5907
H: -1.6219 4.1399 4.8991
H: 0.0167 4.5858 5.1405
H: 1.4511 3.1222 2.9532
H: 1.6364 4.8569 3.0490
H: 1.2292 4.1249 1.4741
H: -1.8101 6.0131 3.0158
H: -0.5542 6.1304 1.7063
H: -0.0221 6.4055 3.3665
H: -4.3319 0.3201 3.8243
H: -3.2811 -1.5138 5.5021
H: 0.3391 -2.9195 3.4368
H: 0.3599 -3.9565 4.9589
H: -0.1531 -2.1885 4.9790
H: -1.4406 -4.4443 2.1981
H: -2.9520 -4.8247 3.0726
H: -1.3952 -5.5567 3.5113
H: -2.3177 -3.2599 6.2490
H: -1.7090 -4.9084 5.8672
H: -3.3512 -4.4552 5.4029
O: 3.4073 6.3729 -3.1507
C: 3.5071 5.0576 -2.7395
C: 3.8593 4.6157 -1.4485
C: 3.7400 3.2655 -1.2485
N: 3.4254 2.3475 -2.2080
C: 3.1734 2.8010 -3.4364
Br: 2.8832 1.5500 -4.8063
C: 3.2349 4.1570 -3.7812
H: 3.3486 6.9677 -2.3722
H: 4.0785 5.3058 -0.6369
H: 3.8469 2.7814 -0.2624
H: 2.9089 4.5811 -4.7138
C: 0.8493 -5.0373 -3.5330
N: 2.1826 -4.5260 -3.0802
C: 3.3798 -5.2340 -3.1956
C: 4.3339 -4.5473 -2.5243
N: 3.7741 -3.3107 -2.0755
C: 2.4099 -3.3300 -2.4179
S: 1.1930 -2.2602 -2.1466
C: 4.5427 -2.2337 -1.5573
C: 5.9258 -2.3636 -1.6840
C: 6.7927 -1.4491 -1.0863
C: 6.1975 -0.4181 -0.3694
C: 4.7777 -0.3471 -0.3872
N: 3.9179 -1.2277 -0.9032
H: 0.9440 -5.4842 -4.5514
H: 0.1879 -4.1830 -3.6127
H: 0.4076 -5.7551 -2.7915
H: 3.3916 -6.2011 -3.6370
H: 5.3580 -4.7438 -2.4124
H: 6.2824 -3.1847 -2.3366
H: 7.8757 -1.5244 -1.1485
H: 6.7276 0.2250 0.3025
H: 4.2855 0.4529 0.2743
F: 3.4294 1.1181 1.2953

Results
* LUMO level: 2.109 eV
* HOMO-LUMO gap: 6.24 eV
* spin multiplicity: 1
* total charge: -1

=====

<B>
Computed, not measured: a molecular structure, C35H47BBrFKN10OS4, with wB97M-V/def2-TZVPD.

Geometry (Å):
K: -0.0898 2.2368 -1.1055
C: -4.0462 2.5195 -0.2949
C: -4.3302 2.5821 1.2173
C: -5.7765 2.1244 1.5060
C: -4.2162 4.0747 1.5946
N: -3.4130 1.7133 1.9576
C: -2.8855 1.9852 3.1743
C: -2.2017 0.8912 3.6113
N: -2.2602 -0.1029 2.6626
B: -1.3745 -1.4459 2.8706
N: 0.0329 -1.0274 3.6194
C: 0.6226 -1.8161 4.5905
C: 1.8123 -1.2923 4.9534
N: 2.0322 -0.1656 4.1907
C: 0.8868 0.0083 3.3700
S: 0.6764 1.2391 2.2998
C: 3.2612 0.6429 4.2679
C: 2.9989 2.1226 4.0267
C: 4.2938 0.1066 3.2823
C: 3.8869 0.6055 5.6934
N: -1.1475 -2.3976 1.6110
C: -2.1137 -3.3646 1.3570
C: -1.6578 -4.2087 0.4427
N: -0.3961 -3.8225 0.0675
C: -0.0287 -2.7248 0.8548
S: 1.4512 -1.9953 0.7807
C: 0.4825 -4.6137 -0.8128
C: -0.2984 -5.6995 -1.6119
C: 1.5608 -5.3206 0.0068
C: 1.1181 -3.7143 -1.9014
C: -3.1612 0.3306 1.6819
S: -4.0234 -0.5202 0.5798
H: -4.6099 3.3393 -0.7565
H: -4.3591 1.5587 -0.7160
H: -2.9672 2.6474 -0.5070
H: -6.4779 2.7703 0.9667
H: -5.9714 2.2530 2.5762
H: -5.9072 1.0673 1.2285
H: -4.9221 4.5998 0.9378
H: -3.2251 4.5114 1.3989
H: -4.4832 4.3251 2.6385
H: -2.9695 2.9655 3.5797
H: -1.6568 0.7540 4.5331
H: -2.0273 -1.9925 3.7070
H: 0.1426 -2.7310 4.9210
H: 2.5671 -1.6192 5.6704
H: 2.8890 2.3600 2.9544
H: 3.8369 2.7352 4.4059
H: 2.0645 2.4489 4.5211
H: 3.9815 0.2553 2.2230
H: 4.5230 -0.9729 3.3798
H: 5.2313 0.6452 3.3573
H: 3.1920 0.9699 6.4424
H: 4.7423 1.3066 5.6719
H: 4.2593 -0.3759 5.9857
H: -3.0999 -3.2641 1.8193
H: -2.0569 -5.1226 0.0641
H: -0.7128 -6.4462 -0.9699
H: 0.3762 -6.2054 -2.3035
H: -1.1011 -5.2535 -2.2121
H: 1.1291 -6.0725 0.6891
H: 2.1063 -4.6071 0.6589
H: 2.2853 -5.8153 -0.6767
H: 0.3451 -3.0632 -2.3768
H: 1.5955 -4.3393 -2.6640
H: 1.9111 -3.0693 -1.4060
O: 6.7286 0.5521 -1.5333
C: 5.4062 0.8171 -1.3213
C: 4.3757 -0.0694 -1.6724
C: 3.0641 0.3148 -1.4567
N: 2.7205 1.4885 -0.9200
C: 3.7060 2.2388 -0.4882
Br: 3.2218 3.9056 0.2713
C: 5.0676 1.9973 -0.6452
H: 6.8303 -0.2059 -2.1531
H: 4.5915 -1.0111 -2.1640
H: 2.2237 -0.3172 -1.7664
H: 5.7782 2.7452 -0.3311
C: 0.6768 4.4106 -5.8042
N: -0.2463 3.2884 -5.6228
C: -1.3861 3.0382 -6.3162
C: -1.9554 1.9080 -5.8457
N: -1.1902 1.4344 -4.8055
C: -0.0682 2.2851 -4.6267
S: 1.4382 1.7350 -4.1657
C: -1.4430 0.2439 -4.1576
C: -2.1647 -0.7524 -4.8902
C: -2.6702 -1.8286 -4.1652
C: -2.3736 -1.9466 -2.7694
C: -1.4991 -1.0186 -2.2028
N: -1.0517 0.0616 -2.8845
H: 0.5257 4.8330 -6.8180
H: 1.6982 4.0441 -5.7042
H: 0.4988 5.2063 -5.0618
H: -1.7528 3.7524 -7.0348
H: -2.8095 1.3371 -6.1706
H: -2.2840 -0.6626 -5.9775
H: -3.3210 -2.5605 -4.6527
H: -2.7513 -2.7840 -2.1767
H: -1.1256 -1.0923 -1.1945
F: -0.7859 3.0974 -3.0589

Results
* LUMO level: 2.230 eV
* HOMO-LUMO gap: 6.31 eV
* spin multiplicity: 1
* total charge: -1

=====

What should be chosen as the most stable of them? Choose <B>.